Record 1
41
Properties=species:S:1:pos:R:3 method="wB97M-V/def2-TZVPD" lumo_energy_ha=0.0182 energy_ev=-43209.1534
N -1.773 -3.009 -1.336
C -2.511 -1.937 -0.950
N -2.481 -0.730 -1.479
C -3.461 -0.065 -0.813
N -4.078 -0.785 0.091
N -3.465 -1.985 0.014
H -3.762 -2.750 0.598
S -3.882 1.597 -1.159
C -3.478 2.384 0.458
C -1.976 2.424 0.412
O -1.391 3.373 -0.099
C -1.299 1.188 0.795
C -0.142 0.817 0.102
N 0.500 1.698 -0.658
H 1.244 1.435 -1.279
H 0.048 2.618 -0.712
N 0.324 -0.472 0.170
C -0.257 -1.418 0.997
O 0.055 -2.592 0.963
N -1.196 -0.936 1.851
C -1.844 0.311 1.795
O -2.730 0.534 2.591
H -1.575 -1.592 2.525
C 1.393 -0.923 -0.712
C 2.713 -0.258 -0.412
C 3.138 -0.113 0.902
C 4.352 0.489 1.180
C 5.155 0.944 0.148
C 4.741 0.795 -1.164
C 3.523 0.200 -1.444
H 3.205 0.083 -2.471
H 5.365 1.144 -1.973
H 6.103 1.412 0.366
H 4.673 0.600 2.205
H 2.517 -0.476 1.708
H 1.096 -0.762 -1.754
H 1.480 -2.002 -0.538
H -3.903 3.383 0.408
H -3.900 1.793 1.263
H -1.036 -2.776 -1.984
H -1.485 -3.643 -0.604



Record 2
19
Properties=species:S:1:pos:R:3 method="wB97M-V/def2-TZVPD" e_above_lowest_kcal_mol=52.2 lumo_energy_ha=0.0285 energy_ev=-10379.2873
C 1.494 -1.045 -0.021
C 0.015 -1.427 -0.086
N -0.850 -0.545 0.636
C -2.022 -0.026 0.145
N -2.321 1.156 0.579
H 1.613 -0.029 0.427
H 2.144 -0.995 -0.909
H 2.004 -1.816 0.571
H -0.391 -1.607 -1.039
H 0.051 -2.425 0.519
H -0.422 -0.110 1.385
H -2.451 -0.598 -0.749
H -3.133 1.609 0.188
H 0.129 1.095 1.729
H 1.054 1.147 3.010
O 1.073 1.105 2.044
H 0.728 0.754 -2.606
H 0.744 2.275 -2.618
O 0.541 1.484 -3.205



Record 3
8
Properties=species:S:1:pos:R:3 method="wB97M-V/def2-TZVPD" e_above_lowest_kcal_mol=69.0 lumo_energy_ha=0.0146 energy_ev=-8713.9744
C 0.516 -0.506 0.269
N -0.699 -0.260 -1.042
O 1.558 -1.005 0.087
O 0.338 -0.168 2.576
O -0.232 -0.136 1.253
H -0.910 0.665 -1.009
H -0.134 -0.072 -1.924
H -0.300 -0.794 3.023



Record 4
77
Properties=species:S:1:pos:R:3 method="wB97M-V/def2-TZVPD" lumo_energy_ha=-0.0212 energy_ev=-433952.7656
C -1.333 -2.655 1.442
C -0.374 -2.371 0.250
N 0.475 -1.184 0.445
C -0.241 0.025 0.446
C 0.301 1.155 0.837
C 1.721 1.312 1.356
C 2.816 0.674 0.526
O 3.763 0.230 1.076
O 2.728 0.579 -0.818
C -0.557 2.411 0.813
O -0.114 3.468 0.519
C -1.999 2.185 1.232
C -2.549 1.055 0.856
C -3.976 0.745 1.292
C -4.719 -0.314 0.449
C -6.244 -0.297 0.825
N -6.597 -1.236 1.895
C -1.699 0.134 0.007
O -2.135 -0.416 -0.942
H -1.468 -3.749 1.460
H -2.300 -2.153 1.350
H -0.772 -2.400 2.349
H 0.307 -3.235 0.215
H -0.888 -2.392 -0.721
H 1.174 -1.201 -0.293
H 1.929 2.396 1.358
H 1.777 1.006 2.403
H 3.329 -0.149 -1.043
H -2.538 2.927 1.816
H -4.001 0.444 2.349
H -4.553 1.677 1.220
H -4.342 -1.322 0.670
H -4.633 -0.125 -0.626
H -6.458 0.709 1.209
H -6.862 -0.472 -0.061
H -6.190 -0.934 2.773
H -6.235 -2.161 1.684
C 5.050 -2.280 2.679
Cl 4.276 -1.448 4.033
Cl 5.487 -3.925 3.166
Cl 3.927 -2.352 1.311
Cl 6.505 -1.404 2.197
C -8.233 -1.346 -3.034
Cl -8.664 -2.363 -1.652
Cl -9.395 -0.022 -3.178
Cl -6.610 -0.680 -2.788
Cl -8.252 -2.315 -4.512
C -2.363 -0.494 -4.606
Cl -3.938 -0.693 -3.825
Cl -2.452 -1.088 -6.270
Cl -1.926 1.218 -4.601
Cl -1.137 -1.415 -3.722
C 9.140 -2.551 -0.496
Cl 7.496 -3.145 -0.244
Cl 10.270 -3.482 0.498
Cl 9.576 -2.719 -2.203
Cl 9.213 -0.847 -0.028
C -3.794 -5.590 -0.244
Cl -5.067 -4.688 0.595
Cl -2.667 -6.256 0.948
Cl -4.521 -6.904 -1.176
Cl -2.921 -4.507 -1.327
C -1.007 6.041 -2.445
Cl -0.674 4.480 -3.211
Cl -1.117 7.294 -3.689
Cl -2.533 5.959 -1.555
Cl 0.304 6.410 -1.326
C 9.290 2.074 2.739
Cl 9.379 2.967 4.263
Cl 10.208 2.932 1.494
Cl 9.956 0.452 2.958
Cl 7.602 1.923 2.237
C 4.610 5.285 -0.723
Cl 3.059 4.504 -0.401
Cl 5.851 4.488 0.250
Cl 5.007 5.128 -2.439
Cl 4.517 6.999 -0.292



Record 5
14
Properties=species:S:1:pos:R:3 method="wB97M-V/def2-TZVPD" e_above_lowest_kcal_mol=35.7 lumo_energy_ha=-0.1577 energy_ev=-7240.8098 charge=+1
C -0.904 -0.639 0.901
C 0.179 0.320 1.091
N 0.724 0.752 2.223
N 0.117 -0.190 -2.429
O 0.615 1.171 -0.102
H -0.653 -1.417 0.124
H -1.687 -0.053 0.386
H -1.253 -1.178 1.766
H 0.421 0.279 3.105
H 1.291 1.616 2.332
H 0.748 0.319 -3.070
H 0.585 -1.074 -2.293
H -0.684 -0.504 -3.024
H 0.500 0.597 -1.010



Record 6
93
Properties=species:S:1:pos:R:3 method="wB97M-V/def2-TZVPD" lumo_energy_ha=0.0837 energy_ev=-66403.6920 charge=-1
C 5.124 1.345 2.685
C 4.341 2.544 2.694
C 3.328 2.959 1.612
B 1.971 3.681 2.206
O 0.818 3.502 1.269
C -0.287 2.802 1.784
C 0.291 2.328 3.195
P 0.715 0.496 3.320
S 0.447 -0.545 1.690
O 1.441 3.091 3.468
H 6.088 1.370 2.124
H 4.882 0.410 3.212
H 4.508 3.255 3.544
H 3.070 2.079 0.983
H 3.833 3.727 0.959
H 2.090 4.891 2.205
H -1.222 3.365 2.020
H -0.514 2.030 1.020
H -0.408 2.559 4.038
H -0.089 -0.030 4.381
H 2.113 0.446 3.629
C -6.677 -1.227 -2.421
O -6.941 -1.520 -1.061
C -6.410 -2.772 -0.631
C -5.243 -2.570 0.327
N -4.074 -2.040 -0.366
C -3.010 -1.565 0.527
C -3.337 -0.401 1.467
O -3.554 0.838 0.807
C -4.868 1.022 0.310
H -7.272 -0.356 -2.697
H -5.622 -0.985 -2.579
H -6.965 -2.061 -3.069
H -6.125 -3.406 -1.477
H -7.213 -3.282 -0.091
H -4.983 -3.530 0.783
H -5.583 -1.894 1.120
H -4.361 -1.267 -0.951
H -2.182 -1.253 -0.114
H -2.645 -2.410 1.119
H -2.458 -0.240 2.096
H -4.161 -0.628 2.155
H -5.621 0.538 0.937
H -4.937 0.662 -0.720
H -5.073 2.094 0.293
C -0.683 3.939 -2.053
O -1.285 2.683 -2.332
C -2.591 2.537 -1.785
C -3.640 2.533 -2.892
N -3.780 3.854 -3.501
C -4.558 3.859 -4.738
C -4.021 3.054 -5.926
O -2.826 3.572 -6.489
C -1.633 3.171 -5.829
H 0.364 3.880 -2.348
H -1.157 4.743 -2.628
H -0.725 4.171 -0.986
H -2.809 3.299 -1.030
H -2.613 1.566 -1.287
H -4.604 2.229 -2.472
H -3.333 1.781 -3.629
H -2.860 4.222 -3.704
H -4.635 4.904 -5.054
H -5.577 3.524 -4.513
H -4.770 3.118 -6.722
H -3.914 1.987 -5.702
H -1.710 2.166 -5.409
H -1.365 3.889 -5.052
H -0.829 3.175 -6.566
C 8.156 -5.197 0.606
O 6.769 -5.395 0.405
C 6.142 -6.142 1.444
C 5.219 -5.258 2.274
N 5.977 -4.312 3.087
C 5.160 -3.259 3.696
C 4.416 -2.297 2.765
O 5.262 -1.430 2.028
C 5.789 -1.984 0.837
H 8.571 -4.786 -0.315
H 8.344 -4.483 1.413
H 8.664 -6.142 0.823
H 6.873 -6.657 2.075
H 5.532 -6.907 0.953
H 4.615 -5.890 2.931
H 4.546 -4.743 1.579
H 6.680 -3.870 2.509
H 5.834 -2.663 4.318
H 4.439 -3.727 4.375
H 3.810 -1.643 3.399
H 3.709 -2.807 2.103
H 5.100 -2.689 0.366
H 6.754 -2.461 1.030
H 5.968 -1.161 0.143



Record 7
12
Properties=species:S:1:pos:R:3 method="wB97M-V/def2-TZVPD" e_above_lowest_kcal_mol=82.6 lumo_energy_ha="-0.1652 / -0.1653" energy_ev=-78806.8654 charge=+1
C 0.295 0.381 -1.723
C -1.135 -0.840 -0.343
C 1.124 0.564 0.842
N -0.141 0.212 1.040
O 0.892 1.085 -2.379
O -0.453 -0.518 -1.461
Br 2.406 -0.889 1.023
H -1.148 -1.807 -0.100
H -2.140 -0.334 -0.301
H 1.416 1.455 0.527
H -0.765 1.031 0.936
H -0.351 -0.339 1.940



Record 8
18
Properties=species:S:1:pos:R:3 method="wB97M-V/def2-TZVPD" e_above_lowest_kcal_mol=127.9 lumo_energy_ha=0.0297 energy_ev=-11947.7708
C 1.311 -1.328 -0.230
C 0.225 -0.293 -0.170
C -0.560 -0.234 0.936
C -1.641 0.678 1.037
C -0.844 1.831 -0.866
C -0.006 0.664 -1.287
H 2.936 -3.319 1.261
H 1.796 -1.491 -1.069
H -0.335 -0.959 1.733
H -2.640 0.343 1.513
H -1.325 1.516 1.903
H -1.264 2.397 -1.538
H -0.245 2.503 -0.074
H 1.053 1.107 -1.779
H -0.728 0.058 -2.186
N 1.645 -1.993 0.706
O 2.648 -2.819 0.375
O -2.027 1.341 -0.266



Record 9
4
Properties=species:S:1:pos:R:3 method="wB97M-V/def2-TZVPD" e_above_lowest_kcal_mol=87.5 lumo_energy_ha="-0.3759 / -0.3759" energy_ev=-6503.2759 charge=+1
N 1.337 -0.771 -0.451
N -0.369 0.666 0.335
N 0.407 -0.308 -0.187
O -1.611 0.553 0.388



Record 10
14
Properties=species:S:1:pos:R:3 method="wB97M-V/def2-TZVPD" e_above_lowest_kcal_mol=133.2 lumo_energy_ha="0.0017 / -0.0274" energy_ev=-8367.5042
C -2.280 0.144 0.238
C 2.055 0.809 0.147
C -0.988 -0.995 -0.380
C 0.929 0.230 -0.482
O -1.809 1.286 0.367
O 0.157 -0.563 0.202
H -3.017 -0.180 -0.533
H 1.962 0.477 1.155
H 2.120 1.851 0.030
H 3.012 0.477 -0.281
H -1.507 -1.864 -0.126
H -0.833 -0.678 -1.495
H -2.471 -0.440 1.226
H 0.720 0.189 -1.631



Record 11
111
Properties=species:S:1:pos:R:3 method="wB97M-V/def2-TZVPD" e_above_lowest_kcal_mol=0.0 lumo_energy_ha=0.0471 energy_ev=-157804.6235 charge=-1
K 4.590 -0.939 0.707
C 1.235 1.660 0.905
F 0.209 1.289 0.135
F 0.867 2.769 1.534
F 1.476 0.649 1.748
S 2.828 2.033 -0.040
O 2.577 3.243 -0.775
O 3.875 2.182 0.978
N 3.131 0.592 -0.887
S 2.708 0.910 -2.417
O 1.284 0.824 -2.545
O 3.415 2.024 -3.015
C 3.477 -0.596 -3.266
F 3.403 -0.472 -4.592
F 4.739 -0.721 -2.835
F 2.739 -1.677 -2.907
C 5.397 -4.698 -3.750
F 4.379 -3.847 -3.856
F 5.170 -5.663 -4.628
F 6.533 -4.078 -3.994
S 5.369 -5.399 -2.032
O 5.752 -4.355 -1.104
O 4.022 -5.899 -1.879
N 6.595 -6.541 -2.186
S 6.103 -7.770 -1.354
O 5.676 -7.475 0.002
O 5.223 -8.601 -2.130
C 7.702 -8.790 -1.180
F 7.512 -9.820 -0.359
F 8.119 -9.186 -2.372
F 8.671 -8.047 -0.617
C -0.156 7.310 1.351
O 0.334 6.433 2.352
C -0.609 5.459 2.778
C -1.582 6.023 3.802
O -2.631 6.703 3.126
C -3.802 6.714 3.939
H -0.476 6.752 0.468
H 0.626 8.011 1.061
H -0.978 7.914 1.741
H 0.032 4.684 3.213
H -1.070 4.876 1.973
H -1.013 6.673 4.472
H -1.896 5.158 4.399
H -3.611 7.242 4.880
H -4.163 5.695 4.096
H -4.547 7.310 3.407
C -4.651 -2.650 6.348
O -4.171 -1.818 5.305
C -3.683 -2.606 4.238
C -3.301 -1.647 3.126
O -2.318 -0.720 3.541
C -2.139 0.309 2.604
H -3.938 -3.470 6.496
H -5.650 -3.058 6.186
H -4.615 -2.099 7.288
H -4.466 -3.229 3.789
H -2.851 -3.258 4.517
H -4.170 -1.142 2.692
H -2.842 -2.195 2.289
H -1.493 1.109 2.965
H -3.115 0.734 2.348
H -1.626 -0.065 1.708
C -5.577 4.734 -3.004
O -4.386 4.293 -2.418
C -3.305 5.187 -2.591
C -2.145 4.610 -1.792
O -1.035 5.423 -2.103
C 0.241 4.842 -1.774
H -5.690 5.824 -2.892
H -6.483 4.324 -2.561
H -5.571 4.561 -4.087
H -3.530 6.200 -2.249
H -2.965 5.194 -3.631
H -1.957 3.566 -2.058
H -2.376 4.630 -0.720
H 0.135 4.217 -0.892
H 0.913 5.686 -1.621
H 0.567 4.360 -2.698
C -0.152 -1.647 -4.883
O -1.027 -0.907 -4.074
C -1.058 -1.264 -2.698
C -1.863 -0.209 -1.972
O -3.211 -0.203 -2.345
C -3.865 1.036 -2.116
H -0.387 -2.717 -4.895
H 0.876 -1.526 -4.542
H -0.268 -1.298 -5.907
H -0.033 -1.213 -2.328
H -1.544 -2.242 -2.617
H -1.314 0.707 -2.229
H -1.768 -0.373 -0.890
H -3.344 1.881 -2.578
H -3.846 1.214 -1.035
H -4.829 0.958 -2.607
C -0.434 -4.342 2.682
O 0.155 -4.589 1.426
C 0.227 -3.432 0.583
C 1.460 -2.595 0.934
O 2.735 -3.098 0.608
C 2.905 -4.503 0.764
H -0.621 -5.319 3.124
H -1.389 -3.820 2.555
H 0.249 -3.765 3.314
H -0.702 -2.901 0.807
H 0.303 -3.699 -0.469
H 1.416 -2.137 1.933
H 1.328 -1.663 0.358
H 3.930 -4.785 0.541
H 2.295 -5.085 0.078
H 2.734 -4.863 1.782



Record 12
69
Properties=species:S:1:pos:R:3 method="wB97M-V/def2-TZVPD" e_above_lowest_kcal_mol=17.0 lumo_energy_ha="0.0853 / 0.0815" energy_ev=-203801.9901 multiplicity=4 charge=-1
Cr -0.301 -0.122 -0.186
O -0.140 1.542 0.830
C -0.828 2.635 0.649
C -0.255 3.875 1.012
C -0.944 5.054 0.854
C -2.256 5.071 0.364
C -2.848 3.874 0.044
C -2.157 2.661 0.160
C -2.849 1.435 -0.113
N -2.291 0.293 -0.275
C -3.090 -0.902 -0.036
C -2.554 -1.457 1.276
N -1.091 -1.264 1.307
C -0.497 -1.714 2.352
C 0.891 -1.609 2.669
C 1.332 -2.006 3.945
C 2.649 -1.900 4.308
C 3.567 -1.397 3.365
C 3.173 -1.024 2.108
C 1.809 -1.107 1.710
O 1.465 -0.769 0.523
H 0.756 3.864 1.401
H -0.460 5.988 1.117
H -2.788 6.005 0.242
H -3.862 3.852 -0.340
H -3.942 1.471 -0.098
H -2.928 -1.626 -0.827
H -4.156 -0.670 0.041
H -2.807 -2.513 1.394
H -2.992 -0.896 2.107
H -1.115 -2.221 3.099
H 0.603 -2.400 4.646
H 2.978 -2.195 5.295
H 4.611 -1.304 3.640
H 3.880 -0.646 1.381
O -3.694 -1.000 -5.419
C -2.289 -1.026 -5.696
C -1.507 -0.566 -4.462
C -0.020 -0.641 -4.813
O 0.442 -1.966 -5.118
C -1.907 0.881 -4.132
Se -0.678 1.886 -2.963
C -1.868 -1.539 -3.320
Se -0.495 -1.932 -1.965
H -4.160 -1.203 -6.235
H -2.052 -0.356 -6.531
H -1.979 -2.040 -5.970
H 0.538 -0.220 -3.976
H 0.189 -0.024 -5.689
H 0.338 -2.473 -4.296
H -2.891 0.865 -3.662
H -2.005 1.443 -5.063
H -2.066 -2.527 -3.738
H -2.783 -1.210 -2.834
N 3.158 -1.238 -4.831
C 3.954 -0.297 -4.264
O 5.098 -0.098 -4.644
C 3.339 0.514 -3.165
C 3.875 1.757 -2.860
C 3.261 2.521 -1.886
C 2.123 2.025 -1.266
N 1.624 0.823 -1.531
C 2.241 0.076 -2.438
H 3.535 -1.749 -5.609
H 2.164 -1.294 -4.661
H 4.739 2.109 -3.409
H 3.636 3.501 -1.621
H 1.579 2.609 -0.535
H 1.819 -0.911 -2.588